{
  "formula": "C30H66BFN6O7PS",
  "method": "ωB97M-V with the def2-TZVPD basis set",
  "species": ["C", "C", "C", "C", "C", "C", "C", "C", "C", "C", "B", "O", "C", "C", "C", "P", "S", "N", "C", "C", "O", "F", "H", "H", "H", "H", "H", "H", "H", "H", "H", "H", "H", "H", "H", "H", "H", "H", "H", "H", "H", "H", "H", "H", "H", "H", "H", "H", "H", "H", "H", "H", "H", "C", "O", "N", "C", "C", "H", "H", "H", "H", "H", "H", "H", "C", "O", "N", "C", "C", "H", "H", "H", "H", "H", "H", "H", "C", "O", "N", "C", "C", "H", "H", "H", "H", "H", "H", "H", "C", "O", "N", "C", "C", "H", "H", "H", "H", "H", "H", "H", "C", "O", "N", "C", "C", "H", "H", "H", "H", "H", "H", "H"],
  "positions_angstrom": [[-1.042, 5.183, -0.419], [-1.921, 3.934, -0.131], [-3.128, 4.297, 0.718], [-4.189, 3.187, 0.770], [-4.566, 2.677, 2.162], [-3.414, 2.528, 3.152], [-2.206, 1.766, 2.606], [-0.935, 2.535, 2.998], [0.355, 1.908, 2.470], [0.091, 0.475, 1.992], [1.471, -0.286, 1.654], [2.462, -0.259, 2.594], [1.614, -1.001, 0.273], [2.978, -1.627, 0.003], [-0.845, -0.332, 2.877], [-0.058, -0.901, 4.472], [0.376, 0.534, 5.701], [-2.091, 0.426, 3.271], [-3.300, -0.441, 3.180], [-3.674, -0.895, 1.792], [-4.275, -1.950, 1.613], [-3.360, -0.089, 0.774], [-1.005, 5.356, -1.479], [-1.464, 6.020, 0.115], [-0.056, 5.031, -0.010], [-1.268, 3.228, 0.367], [-2.225, 3.537, -1.086], [-2.813, 4.664, 1.684], [-3.583, 5.141, 0.219], [-5.082, 3.530, 0.270], [-3.837, 2.349, 0.180], [-5.243, 3.405, 2.593], [-5.156, 1.773, 2.078], [-3.093, 3.506, 3.457], [-3.790, 2.049, 4.048], [-2.213, 1.693, 1.534], [-0.903, 2.509, 4.083], [-1.070, 3.561, 2.703], [1.092, 1.944, 3.247], [0.732, 2.472, 1.631], [-0.416, 0.568, 1.037], [3.276, 0.082, 2.219], [1.377, -0.283, -0.506], [0.824, -1.751, 0.229], [2.889, -2.335, -0.805], [3.348, -2.174, 0.855], [3.684, -0.874, -0.316], [-1.072, -1.247, 2.339], [-0.956, -1.825, 5.045], [1.070, -1.654, 4.122], [-1.974, 0.648, 4.272], [-3.090, -1.345, 3.726], [-4.161, 0.011, 3.648], [3.876, -4.989, -1.856], [3.082, -4.163, -2.277], [5.055, -5.272, -2.420], [5.950, -6.269, -1.870], [5.458, -4.559, -3.627], [3.674, -5.587, -0.950], [6.905, -5.809, -1.609], [6.128, -7.056, -2.605], [5.516, -6.712, -0.976], [5.499, -3.488, -3.424], [4.725, -4.730, -4.416], [6.439, -4.908, -3.954], [2.078, 4.841, 4.208], [1.877, 4.269, 3.147], [3.286, 5.077, 4.728], [3.462, 5.764, 5.995], [4.460, 4.629, 3.996], [1.254, 5.218, 4.836], [4.046, 6.673, 5.848], [3.984, 5.117, 6.701], [2.495, 6.032, 6.414], [4.485, 5.096, 3.012], [4.424, 3.548, 3.860], [5.357, 4.896, 4.547], [-4.430, 5.499, -3.047], [-3.995, 6.625, -2.929], [-5.730, 5.181, -3.181], [-6.180, 3.810, -3.318], [-6.710, 6.257, -3.192], [-3.766, 4.615, -3.051], [-6.705, 3.679, -4.265], [-6.860, 3.555, -2.501], [-5.329, 3.133, -3.292], [-6.503, 6.941, -4.014], [-6.656, 6.819, -2.260], [-7.707, 5.841, -3.308], [9.245, -5.763, -5.004], [8.197, -5.148, -4.901], [9.377, -6.937, -5.633], [10.652, -7.625, -5.727], [8.201, -7.537, -6.243], [10.190, -5.389, -4.577], [10.931, -7.753, -6.774], [10.582, -8.607, -5.257], [11.426, -7.049, -5.225], [7.786, -6.864, -6.993], [7.437, -7.714, -5.485], [8.472, -8.479, -6.711], [-7.963, -4.073, -2.013], [-8.941, -3.385, -1.812], [-6.759, -3.870, -1.443], [-5.618, -4.720, -1.716], [-6.614, -2.755, -0.523], [-7.981, -4.940, -2.696], [-5.268, -5.186, -0.793], [-4.805, -4.131, -2.146], [-5.895, -5.501, -2.420], [-7.310, -2.872, 0.309], [-6.852, -1.822, -1.038], [-5.601, -2.716, -0.149]],
  "mulliken_charge": [-1.505, 0.469, -1.069, -0.741, -1.189, -2.008, 0.650, -1.538, -1.792, 0.726, 0.412, -0.684, -0.267, -1.404, -0.871, 0.204, -0.297, 0.422, -0.833, 0.568, -0.520, -0.137, 0.328, 0.370, 0.418, -0.817, 0.629, 0.612, 0.667, 0.539, 0.353, 0.532, 0.323, 0.722, 0.567, 0.664, 0.620, 0.594, 0.514, 0.382, -0.041, 0.301, 0.312, 0.334, 0.311, 0.361, 0.377, 0.501, 0.131, 0.110, 0.657, 0.453, 0.532, 0.158, -0.657, 0.156, -0.801, -0.852, 0.262, 0.307, 0.263, 0.281, 0.255, 0.280, 0.394, 0.179, -0.646, 0.132, -0.921, -0.907, 0.274, 0.348, 0.353, 0.287, 0.297, 0.242, 0.386, 0.150, -0.615, 0.104, -0.964, -0.967, 0.278, 0.379, 0.340, 0.309, 0.298, 0.306, 0.394, 0.124, -0.635, 0.102, -0.923, -0.845, 0.284, 0.342, 0.342, 0.290, 0.300, 0.205, 0.374, 0.098, -0.578, 0.145, -0.868, -0.935, 0.260, 0.303, 0.303, 0.311, 0.299, 0.310, 0.356],
  "total_charge": 1,
  "homo_energy_ev": -10.539,
  "lumo_energy_ev": -2.64,
  "max_force_ev_per_a": 4.10,
  "gap_ev": 7.90
}

=====

{
  "formula": "C30H66BN6O11S",
  "method": "ωB97M-V with the def2-TZVPD basis set",
  "species": ["C", "C", "O", "O", "C", "C", "C", "C", "O", "B", "O", "C", "C", "C", "O", "C", "C", "C", "S", "H", "H", "H", "H", "H", "H", "H", "H", "H", "H", "H", "H", "H", "H", "H", "H", "H", "H", "H", "H", "H", "H", "H", "H", "C", "O", "N", "C", "C", "H", "H", "H", "H", "H", "H", "H", "C", "O", "N", "C", "C", "H", "H", "H", "H", "H", "H", "H", "C", "O", "N", "C", "C", "H", "H", "H", "H", "H", "H", "H", "C", "O", "N", "C", "C", "H", "H", "H", "H", "H", "H", "H", "C", "O", "N", "C", "C", "H", "H", "H", "H", "H", "H", "H", "C", "O", "N", "C", "C", "H", "H", "H", "H", "H", "H", "H"],
  "positions_angstrom": [[-3.707, -6.144, -1.742], [-3.688, -4.735, -0.944], [-4.194, -3.728, -1.462], [-3.054, -4.744, 0.346], [-1.678, -4.218, 0.180], [-1.389, -3.026, 1.212], [-0.660, -1.776, 0.527], [-1.618, -1.188, -0.620], [-1.259, -1.381, -2.001], [-2.401, -0.705, -2.691], [-2.793, 0.436, -1.791], [-2.045, 0.402, -0.536], [-3.062, 0.398, 0.696], [-2.792, 1.473, 1.844], [-2.181, 0.834, 3.027], [-0.711, 1.279, -0.522], [-0.591, 2.310, -1.766], [-1.284, 3.725, -1.499], [-3.029, 3.647, -0.876], [-3.541, -6.943, -0.936], [-2.837, -6.193, -2.473], [-4.729, -6.220, -2.228], [-0.930, -5.077, 0.320], [-1.593, -3.901, -0.917], [-2.387, -2.639, 1.635], [-0.738, -3.347, 2.103], [0.382, -2.060, 0.156], [-0.544, -0.937, 1.310], [-2.621, -1.752, -0.525], [-2.018, -0.433, -3.795], [-3.431, -1.308, -2.771], [-3.185, -0.619, 1.212], [-4.104, 0.640, 0.263], [-3.832, 1.827, 2.212], [-2.242, 2.411, 1.516], [-2.174, 1.569, 3.685], [0.168, 0.544, -0.668], [-0.490, 1.840, 0.442], [0.548, 2.523, -1.867], [-0.906, 1.845, -2.756], [-1.329, 4.259, -2.522], [-0.668, 4.429, -0.831], [-3.917, 3.611, -1.937], [2.882, -2.862, 2.103], [1.706, -3.118, 1.938], [3.832, -2.873, 1.126], [5.219, -2.558, 1.396], [3.441, -3.213, -0.229], [3.283, -2.593, 3.095], [5.509, -1.696, 0.790], [5.838, -3.418, 1.129], [5.369, -2.322, 2.451], [2.684, -2.504, -0.573], [3.009, -4.217, -0.237], [4.304, -3.179, -0.895], [3.227, 3.813, -0.540], [2.051, 3.555, -0.713], [4.184, 3.811, -1.512], [5.568, 4.132, -1.227], [3.804, 3.479, -2.871], [3.621, 4.077, 0.454], [5.861, 5.001, -1.824], [6.193, 3.276, -1.494], [5.707, 4.360, -0.169], [3.046, 4.188, -3.216], [3.376, 2.474, -2.889], [4.671, 3.520, -3.532], [5.822, 4.393, 2.954], [5.617, 3.855, 1.881], [7.049, 4.594, 3.511], [7.213, 5.244, 4.795], [8.227, 4.141, 2.797], [4.997, 4.773, 3.577], [7.825, 6.140, 4.665], [7.712, 4.556, 5.482], [6.247, 5.529, 5.214], [8.270, 4.638, 1.824], [8.158, 3.063, 2.636], [9.130, 4.370, 3.365], [-6.724, 2.731, 1.171], [-6.371, 3.740, 0.596], [-7.656, 2.676, 2.168], [-8.024, 1.430, 2.807], [-8.295, 3.903, 2.600], [-6.301, 1.744, 0.920], [-9.094, 1.256, 2.661], [-7.807, 1.499, 3.876], [-7.466, 0.594, 2.382], [-8.811, 4.357, 1.751], [-7.532, 4.598, 2.959], [-9.011, 3.700, 3.398], [-8.907, -5.427, 0.507], [-10.087, -5.693, 0.363], [-7.974, -5.426, -0.484], [-6.583, -5.097, -0.233], [-8.382, -5.764, -1.833], [-8.491, -5.156, 1.491], [-6.309, -4.231, -0.837], [-5.961, -5.950, -0.511], [-6.420, -4.864, 0.820], [-9.151, -5.061, -2.162], [-8.805, -6.772, -1.838], [-7.530, -5.720, -2.512], [7.587, -1.358, -2.393], [6.687, -1.663, -1.635], [7.694, -0.169, -3.047], [8.798, 0.123, -3.937], [6.668, 0.837, -2.847], [8.417, -2.050, -2.615], [9.333, 1.001, -3.565], [8.407, 0.329, -4.936], [9.489, -0.720, -3.991], [6.621, 1.095, -1.786], [5.700, 0.428, -3.150], [6.888, 1.729, -3.433]],
  "mulliken_charge": [-1.080, 0.763, -0.505, -0.417, -0.436, -0.565, -0.057, -0.721, -0.980, 1.739, -0.993, 1.866, -0.317, -0.246, -0.537, -0.658, -0.184, -0.519, -0.187, 0.306, 0.327, 0.261, 0.247, 0.397, 0.230, 0.311, -0.324, 0.283, 0.275, -0.417, -0.467, 0.010, 0.045, 0.096, 0.255, 0.300, 0.024, 0.197, -0.228, 0.326, 0.346, 0.237, 0.113, 0.033, -0.511, 0.121, -0.776, -0.864, 0.264, 0.251, 0.303, 0.291, 0.178, 0.313, 0.351, 0.128, -0.549, 0.217, -0.430, -0.996, 0.179, 0.340, 0.024, 0.140, 0.330, 0.262, 0.371, 0.096, -0.618, 0.145, -0.926, -0.922, 0.281, 0.341, 0.337, 0.294, 0.272, 0.292, 0.372, 0.344, -0.628, 0.096, -0.949, -0.977, 0.161, 0.358, 0.340, 0.298, 0.287, 0.302, 0.381, 0.096, -0.609, 0.202, -0.918, -0.973, 0.280, 0.441, 0.249, 0.230, 0.316, 0.317, 0.324, 0.088, -0.565, 0.184, -0.924, -1.034, 0.261, 0.322, 0.318, 0.307, 0.250, 0.324, 0.448],
  "total_charge": -1,
  "homo_energy_ev": -3.224,
  "lumo_energy_ev": 1.51,
  "max_force_ev_per_a": 4.29,
  "gap_ev": 4.74
}

=====

Question: What is the formula in the second record?
Answer: C30H66BN6O11S